# 1
Computed, not measured: 2 unconnected molecules or ions with the total composition C4H11NO2, with ωB97M-V/def2-TZVPD.

CARTESIAN COORDINATES (ANGSTROEM)
1 O -1.2266 -0.4328 1.4501
2 O -1.7070 0.3746 -0.5824
3 N 0.7566 -0.3192 -0.9027
4 C 1.1624 1.7121 0.4661
5 C 0.9291 -1.7816 -1.0506
6 C 1.5568 0.2698 0.2159
7 C -2.0094 -0.0031 0.5933
8 H 1.3410 -0.3482 1.0907
9 H -3.0871 0.0199 0.8395
10 H -0.3312 -0.1107 -0.7454
11 H 1.1515 2.3041 -0.4494
12 H 1.9878 -2.0159 -0.9534
13 H 1.0629 0.1641 -1.7420
14 H 2.6200 0.1644 -0.0078
15 H 0.1587 1.7084 0.8833
16 H 1.8381 2.1804 1.1819
17 H 0.5291 -2.0751 -2.0183
18 H 0.3356 -2.3017 -0.3043

energy above the lowest of the compared OMol25 structures with the same formula, charge and spin: 0.827 eV
lowest unoccupied orbital energy: 0.55 eV
HOMO energy: -8.91 eV
largest force on an atom: 0.8 eV Å⁻¹


# 2
Computed, not measured: a single C4H11NO2 molecule in a non-equilibrium geometry, with ωB97M-V/def2-TZVPD.

CARTESIAN COORDINATES (ANGSTROEM)
1 O -1.3183 2.2855 0.5308
2 O -0.6190 -2.3501 -0.6490
3 N 1.5535 -0.2444 1.3001
4 C -0.9757 1.4808 -0.6534
5 C 0.3545 0.8777 -0.5231
6 C 0.4118 -0.3655 0.4162
7 C 0.6225 -1.6327 -0.4563
8 H 1.7650 -1.0360 1.8854
9 H -0.5206 -0.4377 0.9601
10 H 1.1673 1.5949 -0.2901
11 H -1.0511 1.9035 1.3744
12 H -1.8188 0.8052 -0.8479
13 H 1.2082 -2.3947 0.0815
14 H 2.3498 -0.0209 0.7022
15 H 0.6534 0.6079 -1.5610
16 H -1.3862 -1.7588 -0.6481
17 H -1.1454 2.3736 -1.3187
18 H 0.9961 -1.4561 -1.4461

energy above the lowest of the compared OMol25 structures with the same formula, charge and spin: 2.212 eV
lowest unoccupied orbital energy: 0.93 eV
HOMO energy: -9.40 eV
largest force on an atom: 4.2 eV Å⁻¹


# 3
Computed, not measured: a molecular structure, C4H11NO2 in a non-equilibrium geometry, with ωB97M-V/def2-TZVPD.

CARTESIAN COORDINATES (ANGSTROEM)
1 O -0.7183 -0.3507 0.1669
2 O 0.4139 1.4356 0.9002
3 N 1.2363 0.5478 -1.0716
4 C 1.6043 -0.6625 1.0513
5 C 0.7744 0.3563 0.2745
6 C -1.7031 1.2464 0.4709
7 C -1.0719 -1.2303 -0.8881
8 H -1.6262 1.8152 1.3839
9 H -2.5661 0.5897 0.4878
10 H 1.2917 1.5335 -1.2843
11 H -0.6768 -2.2314 -0.6890
12 H -1.5897 1.8037 -0.4480
13 H 2.0602 0.0201 -1.3176
14 H 2.6188 -0.2797 1.1757
15 H 1.1539 -0.8188 2.0266
16 H -2.1627 -1.3006 -0.9245
17 H -0.6881 -0.8536 -1.8404
18 H 1.6494 -1.6210 0.5256

energy above the lowest of the compared OMol25 structures with the same formula, charge and spin: 4.296 eV
lowest unoccupied orbital energy: 0.62 eV
HOMO energy: -8.66 eV
largest force on an atom: 1.6 eV Å⁻¹


# 4
Computed, not measured: a single C4H11NO2 molecule, with ωB97M-V/def2-TZVPD.

CARTESIAN COORDINATES (ANGSTROEM)
1 O 0.8415 -0.7348 1.1622
2 O 2.5574 0.9178 -0.1864
3 N -1.4239 -0.7410 0.6797
4 C 1.3794 1.6873 -0.3909
5 C -1.4489 -1.7019 -0.4172
6 C -0.2279 0.0806 0.7252
7 C 0.1548 0.7929 -0.5777
8 H 2.3182 0.1913 0.4293
9 H 0.3880 -1.4067 1.7018
10 H -0.5465 -2.3207 -0.4430
11 H -2.2370 -0.1318 0.5874
12 H -1.5753 -1.2068 -1.3851
13 H 1.2520 2.3658 0.4586
14 H -0.3799 0.8353 1.5053
15 H -2.3015 -2.3750 -0.2825
16 H 1.5367 2.2949 -1.2874
17 H -0.6876 1.3988 -0.9293
18 H 0.4003 0.0540 -1.3501

energy above the lowest of the compared OMol25 structures with the same formula, charge and spin: 1.207 eV
lowest unoccupied orbital energy: 0.83 eV
HOMO energy: -9.48 eV
largest force on an atom: 0.8 eV Å⁻¹


# 5
Computed, not measured: a single C4H11NO2 molecule in a non-equilibrium geometry, with ωB97M-V/def2-TZVPD.

CARTESIAN COORDINATES (ANGSTROEM)
1 O 0.7603 -0.0287 -1.7721
2 O 0.0633 1.9945 -0.8879
3 N 1.8042 0.2698 0.7469
4 C -0.6572 0.0055 0.3090
5 C -1.6512 -1.1297 0.1105
6 C -0.2563 0.6385 -1.1085
7 C 0.5796 -0.4293 1.0612
8 H 0.4038 2.3621 -1.7128
9 H 0.7401 -1.5407 0.8062
10 H -1.1304 0.8325 0.8444
11 H 1.7024 1.2601 0.9421
12 H 0.3556 -0.4046 2.1380
13 H -1.1314 0.5751 -1.7757
14 H 2.5846 -0.1160 1.2662
15 H 1.5188 -0.0537 -1.1588
16 H -1.2250 -1.8801 -0.5523
17 H -2.5769 -0.7566 -0.3207
18 H -1.8843 -1.5987 1.0644

energy above the lowest of the compared OMol25 structures with the same formula, charge and spin: 0.752 eV
lowest unoccupied orbital energy: 0.94 eV
HOMO energy: -9.34 eV
largest force on an atom: 2.6 eV Å⁻¹


# 6
Computed, not measured: 2 unconnected molecules or ions with the total composition C4H11NO2 in a non-equilibrium geometry, with ωB97M-V/def2-TZVPD.

CARTESIAN COORDINATES (ANGSTROEM)
1 O -2.3094 2.7338 1.0564
2 O -0.7203 -1.9025 -1.5161
3 N -1.5731 0.8799 1.9616
4 C 1.5801 -1.5781 -0.8559
5 C -1.3601 2.0395 1.3060
6 C -0.0280 2.3426 0.7266
7 C 0.5977 -2.2305 -1.7332
8 H -0.0835 3.5006 0.7964
9 H 1.3653 -1.7024 0.1596
10 H -2.3301 0.7459 2.5253
11 H 0.9762 -1.8728 -2.7575
12 H 1.6307 -0.5427 -1.1771
13 H 2.6337 -2.0217 -1.0000
14 H 0.7132 -3.3576 -1.5678
15 H -0.9928 -1.1982 -0.8795
16 H -0.0852 2.0827 -0.4031
17 H -0.9228 0.1330 2.1971
18 H 0.9082 1.9485 1.1613

net charge: +1
energy above the lowest of the compared OMol25 structures with the same formula, charge and spin: 2.425 eV
lowest unoccupied orbital energy (alpha / beta): -4.75 / -9.88 eV
HOMO energy (alpha / beta): -12.97 / -12.97 eV
largest force on an atom: 7.0 eV Å⁻¹
2S+1: 2
⟨S²⟩: 0.755


# 7
Computed, not measured: 2 unconnected molecules or ions with the total composition C4H11NO2 in a non-equilibrium geometry, with ωB97M-V/def2-TZVPD.

CARTESIAN COORDINATES (ANGSTROEM)
1 O -1.0262 -1.6003 1.4712
2 O 1.9134 -1.9079 -0.8492
3 N -0.4764 -0.5159 -0.3010
4 C -1.4133 -0.6733 0.7696
5 C 1.2882 1.3065 -0.1291
6 C -2.3706 0.4385 1.1912
7 C 0.0046 0.6717 -0.9851
8 H 1.7170 2.2251 -0.5122
9 H 2.1634 -2.5769 -0.2743
10 H 1.1427 1.3657 0.9963
11 H 0.6060 0.4003 -1.8857
12 H 2.1827 0.5136 -0.3544
13 H -0.9564 1.2566 -1.1543
14 H 2.7227 -1.7581 -1.2393
15 H -3.3460 0.2432 0.6814
16 H 0.1985 -1.3925 -0.4851
17 H -2.4304 0.6500 2.2695
18 H -1.9200 1.3537 0.7906

net charge: +1
energy above the lowest of the compared OMol25 structures with the same formula, charge and spin: 1.270 eV
lowest unoccupied orbital energy (alpha / beta): -3.69 / -7.77 eV
HOMO energy (alpha / beta): -15.88 / -15.62 eV
largest force on an atom: 3.6 eV Å⁻¹
2S+1: 2
⟨S²⟩: 0.775


# 8
Computed, not measured: 2 unconnected molecules or ions with the total composition C4H11NO2S in a non-equilibrium geometry, with ωB97M-V/def2-TZVPD.

CARTESIAN COORDINATES (ANGSTROEM)
1 S 1.5211 2.4024 0.3967
2 O 2.2145 0.2225 -2.6624
3 O -4.7349 0.5113 0.7402
4 N 0.4421 -1.3354 -0.0111
5 C 0.8971 -0.1159 -0.6197
6 C 1.7485 0.6416 0.3905
7 C 1.8724 -0.4422 -1.7267
8 C -0.8389 -1.0166 0.7222
9 H -0.9449 -0.0010 1.1776
10 H 2.8363 0.2748 0.4405
11 H -1.1878 -1.6281 1.5531
12 H -4.9119 1.4300 0.9319
13 H 2.3308 -1.4454 -1.5473
14 H 0.1940 -2.1650 -0.5242
15 H 0.2037 0.6148 -1.1170
16 H 2.2970 2.7297 -0.6558
17 H 1.6240 0.2602 1.4254
18 H -4.0002 0.1064 1.1884
19 H -1.5627 -1.0440 -0.1025

energy above the lowest of the compared OMol25 structures with the same formula, charge and spin: 2.547 eV
lowest unoccupied orbital energy: 0.56 eV
HOMO energy: -9.26 eV
largest force on an atom: 3.1 eV Å⁻¹